136
Properties=species:S:1:pos:R:3 method="wB97M-V/def2-TZVPD" lumo_ev="0.175 / 0.174" mol_weight_da=1163.161 spin_multiplicity=4 orbital_gap_ha="0.1092 / 0.2997" max_force_ev_per_a=3.9
Ni 1.2683 1.6954 2.8343
C 1.1691 -1.0281 0.9275
O 0.1200 -0.8554 -0.0711
O 1.6614 0.3031 1.2320
C 0.8688 -2.1252 2.0108
F 1.6193 -1.8903 3.0683
F -0.3571 -2.2824 2.5687
F 1.1940 -3.3869 1.5992
C -0.0650 -1.8050 -1.1845
C -1.3733 -1.5169 -1.8903
H -1.3969 -2.1441 -2.7814
H -2.0836 -1.5546 -1.0643
H -1.3822 -0.4901 -2.2561
H -0.1279 -2.8443 -0.8620
H 0.7984 -1.6597 -1.8338
H 1.9899 -1.4377 0.3387
C 2.4262 4.5992 -0.0194
C 2.3152 3.4460 -1.0488
C 0.8969 2.8690 -1.0572
S 0.0044 3.6280 0.4235
O 0.2145 2.7348 1.5194
O -1.3191 4.1201 0.2313
C 1.0976 5.0977 0.5471
H 3.1906 5.3265 -0.2928
H 2.9559 4.2144 0.8520
H 3.1317 2.7568 -0.8337
H 2.5978 3.8995 -1.9988
H 0.7144 1.8179 -1.2803
H 0.4305 3.2699 -1.9571
H 0.9531 5.5846 1.5116
H 0.6982 5.6759 -0.2861
C 3.0448 -1.1880 -3.7808
C 4.0297 -0.6510 -4.9157
C 5.2099 0.0024 -4.1671
S 4.4658 1.0746 -2.8406
O 4.1296 2.3921 -3.3176
O 5.2509 0.9622 -1.6488
C 2.9316 -0.0210 -2.6970
H 3.5220 -2.1300 -3.5104
H 2.0425 -1.4002 -4.1531
H 3.4867 0.0202 -5.5810
H 4.3800 -1.5147 -5.4809
H 5.8130 0.6596 -4.7935
H 5.9037 -0.6906 -3.6912
H 2.1383 0.7266 -2.6905
H 2.9209 -0.5110 -1.7234
C -4.7662 0.3045 -2.9045
C -4.3132 1.0831 -1.6736
C -4.1169 2.5595 -2.0241
S -3.3524 2.4540 -3.7383
O -1.9076 2.2680 -3.6207
O -4.0075 3.4337 -4.5908
C -4.0049 0.7318 -4.0594
H -5.8528 0.3781 -2.9489
H -4.5599 -0.7537 -2.7445
H -3.3448 0.6579 -1.4099
H -5.0181 0.7741 -0.9018
H -3.5810 3.1996 -1.3232
H -5.1097 2.9954 -2.1350
H -3.0771 0.1747 -4.1889
H -4.5089 0.8935 -5.0124
C 6.2327 3.5156 2.4337
C 6.3209 3.5339 3.9722
C 5.4461 2.3497 4.5089
S 4.8197 1.3997 3.0863
O 3.4699 1.8239 2.8014
O 5.1549 -0.0107 3.2928
C 5.9878 2.0873 1.9169
H 7.1232 4.0087 2.0439
H 5.3882 4.1788 2.2463
H 5.8704 4.4553 4.3414
H 7.3047 3.3158 4.3876
H 4.5477 2.7615 4.9687
H 6.1017 1.5918 4.9377
H 5.5349 2.0365 0.9268
H 6.8467 1.4326 2.0647
C -1.5099 -2.1129 -9.0348
C -2.6735 -3.0463 -8.7657
C -3.3863 -2.3909 -7.5800
S -2.1878 -1.7013 -6.4952
O -1.8995 -2.6630 -5.4199
O -2.4064 -0.2530 -6.3145
C -0.7447 -1.8568 -7.7193
H -2.0513 -1.2861 -9.4945
H -0.8313 -2.4796 -9.8050
H -2.4097 -4.0515 -8.4370
H -3.2421 -3.2898 -9.6632
H -4.0848 -3.0031 -7.0096
H -3.8529 -1.4416 -7.8433
H -0.1004 -2.6997 -7.4694
H -0.1790 -0.9255 -7.7435
C -2.1626 -5.8636 0.3034
C -3.6558 -6.1154 0.5773
C -3.8086 -5.8892 2.1273
S -3.0451 -4.3463 2.4111
O -2.5106 -4.5078 3.7725
O -3.9338 -3.1944 2.0794
C -1.6958 -4.6505 1.0940
H -2.0598 -5.6467 -0.7599
H -1.4759 -6.6694 0.5629
H -3.8554 -7.1219 0.2097
H -4.4300 -5.5865 0.0215
H -3.1915 -6.6440 2.6146
H -4.8275 -5.8778 2.5143
H -0.7281 -4.8399 1.5585
H -1.4509 -3.7228 0.5768
C 0.7175 1.0236 8.1787
C 0.5448 -0.4218 7.6516
C 1.6843 -0.8376 6.8569
S 2.2288 0.7292 6.0053
O 1.6771 0.6312 4.6816
O 3.6026 1.0395 6.2139
C 1.2139 1.8662 6.9543
H 1.4563 1.1729 8.9661
H -0.2644 1.4067 8.4567
H -0.2256 -0.4376 6.8807
H 0.4306 -1.2923 8.2976
H 1.4463 -1.4671 5.9995
H 2.5339 -1.1751 7.4505
H 0.2977 2.1013 6.4127
H 1.7158 2.7979 7.2154
C -4.6422 1.5913 2.6463
C -4.1768 0.3136 1.9437
C -3.2523 -0.4772 2.9345
S -2.2901 0.8378 3.9009
O -0.9579 0.9333 3.2555
O -2.4119 0.6220 5.3571
C -3.4324 2.2499 3.3953
H -5.5433 1.4801 3.2494
H -4.9325 2.2151 1.8009
H -3.4287 0.5931 1.2017
H -4.8092 -0.4055 1.4229
H -2.7080 -1.3319 2.5329
H -3.9127 -0.9268 3.6761
H -2.8025 2.7939 2.6914
H -3.4774 2.8673 4.2924